{"formula": "C18H23NO5", "method": "ωB97M-V with the def2-TZVPD basis set", "energy_ha": -1129.9964, "multiplicity": 1, "total_charge": 0, "gap_ev": 8.089, "e_above_lowest_kj_mol": 1967.69, "lumo_ha": -0.02000, "elements": ["O", "H", "H", "H", "H", "H", "C", "H", "H", "H", "C", "H", "C", "H", "C", "O", "O", "C", "C", "C", "C", "H", "N", "C", "C", "C", "H", "H", "C", "H", "C", "H", "H", "O", "C", "C", "O", "H", "H", "C", "H", "C", "H", "H", "H", "H", "C"], "coordinates": [[-3.177, 0.441, -1.639], [-2.285, -2.673, 0.961], [-0.685, 4.631, 1.359], [6.160, -1.541, 1.609], [-2.509, -2.713, -0.806], [6.731, -0.539, -2.716], [-2.509, 0.554, -0.722], [-4.255, -1.075, -0.371], [-3.795, 2.622, 0.349], [0.537, 3.050, 0.621], [6.634, -0.885, -0.495], [2.189, 0.794, -1.438], [-1.626, 2.713, 0.401], [4.331, 0.161, -2.405], [-1.330, 1.685, -0.743], [-0.394, 0.298, 1.727], [3.722, -0.753, 1.668], [-2.791, -2.444, 0.126], [1.767, 0.029, 0.495], [-3.604, -1.209, 0.282], [6.084, -0.789, -1.673], [-4.364, -1.097, 1.483], [-2.676, -0.275, 0.167], [-0.404, 3.668, 0.535], [4.487, -0.827, 0.659], [5.717, -1.171, 0.773], [2.030, -1.934, 1.443], [-4.301, -3.814, -1.765], [0.344, 0.387, 0.479], [-2.164, 0.072, 1.192], [3.921, -0.136, -0.866], [-0.481, 4.348, -0.501], [7.678, -1.128, -0.361], [-3.644, -3.649, 0.324], [2.271, -0.949, 1.447], [-4.659, -3.850, -0.641], [-0.055, 1.072, -0.407], [-5.330, -3.143, -0.769], [-2.861, 3.732, -0.661], [4.833, -0.201, -1.754], [1.859, -0.711, 2.501], [-2.891, 3.463, 0.279], [-5.091, -4.925, -0.493], [-1.654, 2.114, 1.538], [-1.137, 2.297, -1.644], [-3.121, 4.085, 0.899], [2.498, 0.215, -0.446]], "forces_ev_per_a": [[-4.9, 1.0, -8.9], [3.4, 0.3, 2.3], [1.4, -3.4, -2.0], [1.2, -0.8, 2.4], [2.3, 0.6, -3.1], [-1.4, -1.2, 3.1], [4.7, 4.8, -1.6], [-6.1, 0.7, -6.0], [2.0, 2.1, -0.3], [-0.8, 1.5, 0.3], [-0.6, -3.3, 4.9], [-0.6, -0.6, 2.3], [2.1, -1.5, 5.0], [-4.1, 4.4, -10.8], [-1.6, 0.0, 3.5], [3.8, -0.6, -6.2], [-4.0, -0.6, 2.7], [-6.2, -2.9, 1.5], [-5.4, -3.8, 6.0], [0.6, -3.3, 8.0], [2.7, 3.1, -5.4], [2.6, -0.6, -3.5], [6.3, 2.6, 12.6], [-1.9, 3.5, -1.2], [-2.0, 2.5, -6.0], [4.7, 1.3, -5.2], [-0.5, -3.1, -1.4], [0.4, -0.6, 1.7], [-2.1, -1.6, 12.4], [-0.9, -1.7, -3.5], [-2.1, -3.9, 13.3], [0.9, -1.8, 2.3], [0.1, 0.1, 0.0], [-1.3, -0.2, -0.3], [1.1, 3.5, 5.9], [3.6, -5.0, -1.8], [-1.4, 2.9, -6.7], [-3.8, 3.5, 0.7], [-0.8, 2.4, -4.9], [2.7, -3.4, 4.3], [0.6, 0.1, -1.6], [-0.7, -11.6, -3.6], [0.6, 2.2, -0.1], [0.2, 1.4, -3.5], [-0.5, -1.2, 0.0], [-1.9, 7.4, 7.1], [7.5, 4.7, -14.9]]}